Record 1
A cluster of 6 separate species, C4H21NO6S in total. Source: the Open Molecules 2025 dataset; level of theory: ωB97M-V with the def2-TZVPD basis set.

Geometry as ORCA input:
```
! wB97M-V def2-TZVPD RIJCOSX def2/J DEFGRID3
* xyz 0 1
C 1.540 -0.932 2.378
N 0.760 -0.924 1.138
C -0.287 0.098 1.076
C 0.335 1.466 1.399
O 1.365 1.849 0.520
C -1.486 -0.215 1.979
S -3.020 0.596 1.332
H 2.068 -1.874 2.488
H 2.353 -0.196 2.323
H 0.943 -0.613 3.238
H 0.490 -1.864 0.894
H -0.732 0.071 0.083
H -0.388 2.280 1.389
H 0.684 1.329 2.429
H 1.960 1.142 0.240
H -1.415 0.109 3.021
H -1.655 -1.288 2.047
H -3.443 -0.527 0.751
O 2.339 -1.727 -1.514
H 2.486 -2.665 -1.659
H 1.653 -1.734 -0.829
O 2.025 1.169 -2.663
H 1.904 1.383 -1.735
H 2.210 0.215 -2.642
O -0.225 -0.654 -2.553
H 0.159 0.146 -2.170
H -0.937 -0.404 -3.144
O -0.442 1.850 -1.681
H -0.303 2.424 -2.448
H 0.228 2.255 -1.107
O -0.637 -2.627 -0.812
H -0.588 -1.894 -1.476
H -1.102 -3.304 -1.319
*
```

Computed properties:
SMILES string = CN[C@H](CO)CS.O.O.O.O.O
Maximum force = 1.29 eV Å⁻¹
Relative energy (zero: lowest compared OMol25 entry of this formula, charge and spin) = 0.0 kcal per mole
LUMO = 0.47 eV
Energy = -29098.8072 eV

These are the Mulliken partial charges, in e, on atoms 1 to 6: C -1.111; N -0.318; C 0.825; C -1.011; O -0.623; C -1.238

***

Record 2
A cluster of 12 separate species, C4H22BO19 in total. Source: the Open Molecules 2025 dataset; level of theory: ωB97M-V with the def2-TZVPD basis set.

Geometry as ORCA input:
```
! wB97M-V def2-TZVPD RIJCOSX def2/J DEFGRID3
* xyz -1 1
O -3.135 -1.879 0.112
C -2.087 -1.342 0.042
O -1.866 -0.033 0.163
B -0.442 0.208 0.318
O 0.204 -1.129 0.217
C -0.717 -2.037 0.007
O -0.550 -3.223 -0.076
O -0.100 0.801 1.643
C 0.762 1.798 1.454
O 1.283 2.470 2.286
C 0.841 1.989 -0.027
O 0.073 1.157 -0.679
O 1.480 2.864 -0.564
O -1.022 -4.328 -2.763
H -0.519 -4.140 -1.956
H -1.585 -3.558 -2.882
O 1.490 2.195 -3.323
H 1.176 2.591 -2.487
H 1.313 2.859 -3.999
O 4.401 3.064 -0.874
H 3.432 3.022 -0.871
H 4.676 2.171 -0.642
O -3.668 2.111 -0.849
H -3.062 1.594 -0.298
H -3.794 2.937 -0.371
O 1.149 -5.105 1.234
H 1.035 -4.696 2.097
H 0.523 -4.633 0.657
O -6.152 -2.429 0.059
H -6.660 -1.868 0.653
H -5.322 -1.951 -0.079
O 3.102 -0.257 -1.696
H 3.336 -0.828 -2.435
H 2.138 -0.257 -1.694
O 0.013 4.571 3.888
H 0.536 4.528 3.078
H -0.859 4.257 3.633
O 3.716 -1.802 1.337
H 2.812 -1.805 0.997
H 3.644 -2.187 2.217
O 0.322 -0.341 -3.725
H 0.579 0.569 -3.459
H -0.034 -0.246 -4.613
O -0.541 0.945 4.972
H -0.857 1.202 4.097
H -1.065 0.170 5.201
*
```

Computed properties:
Maximum force = 2.51 eV Å⁻¹
Relative energy (zero: lowest compared OMol25 entry of this formula, charge and spin) = 18.6 kcal per mole
LUMO = 2.04 eV
Energy = -44093.1118 eV

These are the Mulliken partial charges, in e, on atoms 1 to 6: O -0.618; C 0.360; O -0.652; B 1.236; O -0.402; C 0.640

***

Record 3
A cluster of 12 separate species, C4H22BO19 in total. Source: the Open Molecules 2025 dataset; level of theory: ωB97M-V with the def2-TZVPD basis set.

Geometry as ORCA input:
```
! wB97M-V def2-TZVPD RIJCOSX def2/J DEFGRID3
* xyz -1 1
O 2.821 2.086 -1.676
C 1.997 1.269 -1.376
O 0.956 1.550 -0.627
B 0.237 0.328 -0.264
O 0.969 -0.750 -0.945
C 1.995 -0.264 -1.631
O 2.792 -0.884 -2.268
O -1.180 0.366 -0.644
C -1.933 0.072 0.408
O -3.121 -0.062 0.397
C -0.953 -0.232 1.585
O 0.240 0.048 1.191
O -1.336 -0.649 2.647
O 0.240 -2.281 4.270
H -0.504 -2.057 3.683
H -0.011 -1.929 5.128
O 1.221 -2.640 1.418
H 1.046 -2.747 2.364
H 0.353 -2.587 1.008
O 5.054 -2.156 -3.905
H 4.459 -1.999 -3.159
H 4.575 -1.816 -4.667
O 4.798 3.811 -2.736
H 4.331 2.990 -2.508
H 4.394 4.097 -3.560
O 1.521 -3.440 -1.642
H 1.779 -2.512 -1.713
H 1.869 -3.719 -0.787
O -2.723 -1.099 -2.918
H -2.240 -0.581 -2.262
H -2.434 -0.748 -3.766
O -5.382 0.366 -1.668
H -5.546 1.143 -1.125
H -4.575 -0.018 -1.301
O 2.208 3.912 0.736
H 2.088 3.457 -0.106
H 1.469 3.601 1.275
O -3.824 1.991 3.049
H -3.662 2.867 3.416
H -2.998 1.745 2.621
O -4.201 -2.720 0.658
H -3.724 -1.876 0.682
H -4.844 -2.652 1.370
O 0.672 2.543 2.879
H -0.137 2.380 3.375
H 1.244 1.795 3.092
*
```

Computed properties:
Maximum force = 1.44 eV Å⁻¹
Relative energy (zero: lowest compared OMol25 entry of this formula, charge and spin) = 19.9 kcal per mole
LUMO = 1.93 eV
Energy = -44093.0529 eV

These are the Mulliken partial charges, in e, on atoms 1 to 6: O -0.708; C 0.404; O -0.599; B 1.256; O -0.643; C 0.961

***

Record 4
A cluster of 6 separate species, C4H22NO6 in total. Source: the Open Molecules 2025 dataset; level of theory: ωB97M-V with the def2-TZVPD basis set.

Geometry as ORCA input:
```
! wB97M-V def2-TZVPD RIJCOSX def2/J DEFGRID3
* xyz 1 1
O -1.129 2.615 0.959
C -0.423 2.634 -0.243
C -0.061 1.219 -0.615
N 0.218 0.393 0.653
C 1.467 0.747 1.337
C 1.286 0.408 2.850
H -1.995 3.027 1.047
H -0.851 3.248 -1.089
H 0.526 3.198 0.013
H -0.868 0.638 -1.197
H 0.907 1.191 -1.142
H 0.123 -0.578 0.365
H -0.563 0.702 1.256
H 2.293 0.069 1.057
H 1.787 1.754 1.119
H 1.950 1.056 3.447
H 0.279 0.555 3.181
H 1.531 -0.623 3.055
H -0.988 -0.745 -3.598
H -2.319 -0.927 -2.997
O -1.386 -0.998 -2.759
H -1.595 -3.101 -0.168
H -0.815 -3.359 1.165
O -0.897 -2.776 0.407
H 0.741 -2.936 -0.607
H 1.276 -1.539 -1.109
O 1.517 -2.392 -0.750
H -3.698 -0.350 0.458
H -2.330 -1.150 0.380
O -2.745 -0.300 0.527
H 3.197 -0.060 -0.925
H 2.899 -0.919 -2.173
O 2.561 -0.145 -1.640
*
```

Computed properties:
Maximum force = 2.85 eV Å⁻¹
Relative energy (zero: lowest compared OMol25 entry of this formula, charge and spin) = 17.2 kcal per mole
LUMO = -2.68 eV
Energy = -18273.7665 eV

These are the Mulliken partial charges, in e, on atoms 1 to 6: O -0.529; C -0.462; C -0.283; N 0.231; C -0.251; C -1.321